Density functional theory data (wB97M-V/def2-TZVPD) for a cluster of 2 separate species, C21H26FNO4P in total.

Bonds (Å) are listed after each position.
Geometry (Å):
1 H 2.2983 -3.8154 -3.5658  C25 1.082
2 C 2.4710 -2.4293 5.0078  C8 1.383, C40 1.390, H51 1.084
3 H 1.4502 -3.3604 1.9083  C32 1.081
4 C -0.7036 -2.4676 -2.9119  C20 1.382, C46 1.381, F54 1.345
5 H -1.4327 -4.3683 -5.5898  C21 1.082
6 H -4.6393 2.2814 -1.1254  C12 1.091
7 H 0.2858 2.9202 -0.9208  C16 1.092
8 C 2.6795 -1.0840 4.7661  C2 1.383, H9 1.082, C17 1.390
9 H 2.9961 -0.4203 5.5596  C8 1.082
10 H 2.3399 1.1544 1.4087  C30 1.092
11 O 0.4217 2.6806 1.1299  C16 1.410, C22 1.421
12 C -4.0014 1.9763 -1.9559  H6 1.091, H26 1.093, H28 1.090, C35 1.534
13 O -0.7167 -0.3590 2.5197  C14 1.261
14 C -0.2388 0.8074 2.5510  O13 1.261, C22 1.575, O24 1.237
15 H 1.9183 3.0032 -0.2643  C16 1.098
16 C 0.8718 3.2702 -0.0690  H7 1.092, O11 1.410, H15 1.098, C41 1.532
17 C 2.4435 -0.5593 3.5010  C8 1.390, H38 1.080, C48 1.390
18 H 0.0972 5.0176 0.9032  C41 1.089
19 H -1.9929 1.1300 -2.1328  C35 1.092
20 C -1.4670 -3.0438 -3.9090  C4 1.382, C21 1.388, H33 1.082
21 C -0.8506 -3.9103 -4.8005  H5 1.082, C20 1.388, C34 1.388
22 C 0.2305 1.2726 1.1210  O11 1.421, C14 1.575, C30 1.546, N50 1.461
23 H 1.8599 -4.3090 4.1687  C40 1.083
24 O -0.0312 1.5776 3.4962  C14 1.237
25 C 1.2432 -3.5963 -3.6653  H1 1.082, C34 1.389, C46 1.388
26 H -4.6543 1.4822 -2.6795  C12 1.093
27 H 1.7318 5.2476 0.2807  C41 1.091
28 H -3.5877 2.8659 -2.4301  C12 1.090
29 P -2.3982 1.2217 0.2764  C35 1.858, C37 1.835, N50 1.745
30 C 1.5956 0.6094 0.8246  H10 1.092, C22 1.546, H43 1.092, C49 1.513
31 H -3.4800 3.3256 0.5031  C37 1.092
32 C 1.8042 -2.7382 2.7186  H3 1.081, C40 1.383, C48 1.392
33 H -2.5221 -2.8149 -3.9757  C20 1.082
34 C 0.5033 -4.1898 -4.6804  C21 1.388, C25 1.389, H52 1.082
35 C -2.8825 1.0274 -1.5070  C12 1.534, H19 1.092, P29 1.858, H36 1.092
36 H -3.2125 -0.0089 -1.6064  C35 1.092
37 C -2.4271 3.0515 0.4129  P29 1.835, H31 1.092, H45 1.091, H53 1.088
38 H 2.5769 0.5005 3.3410  C17 1.080
39 H 0.3540 5.2431 -0.8331  C41 1.090
40 C 2.0361 -3.2571 3.9794  C2 1.390, H23 1.083, C32 1.383
41 C 0.7630 4.7923 0.0716  C16 1.532, H18 1.089, H27 1.091, H39 1.090
42 O 1.7209 -1.6624 0.1588  C49 1.222
43 H 1.8351 0.7449 -0.2318  C30 1.092
44 H 1.2073 -2.2520 -1.9698  C46 1.083
45 H -1.9663 3.6110 -0.4029  C37 1.091
46 C 0.6459 -2.7213 -2.7686  C4 1.381, C25 1.388, H44 1.083
47 H -0.5886 -0.0809 -0.1577  N50 1.014
48 C 2.0025 -1.3829 2.4717  C17 1.390, C32 1.392, C49 1.496
49 C 1.7353 -0.8729 1.0912  C30 1.513, O42 1.222, C48 1.496
50 N -0.6964 0.9050 0.0539  C22 1.461, P29 1.745, H47 1.014
51 H 2.6332 -2.8281 6.0024  C2 1.084
52 H 0.9806 -4.8692 -5.3746  C34 1.082
53 H -1.9368 3.3136 1.3482  C37 1.088
54 F -1.3061 -1.6316 -2.0477  C4 1.345

The value obtained for the highest occupied orbital energy is -4.27 eV. Its maximum force is 0.0139 Eh/bohr. The calculation puts the HOMO-LUMO gap at 7.05 eV. As for the net charge: -1. The LUMO energy is 2.777 eV.